102
Properties=species:S:1:pos:R:3:mulliken_charge:R:1 method="wB97M-V/def2-TZVPD" smiles="N=P(O)(O)[C@@H](COCc1ccccn1)OCCCCCOC=O.CCOC(C)=O.CCOC(C)=O.CCOC(C)=O.CCOC(C)=O" multiplicity=1 total_charge=0 lumo_ev=0.196 gap_ev=9.03 energy_ev=-72936.44714
N 4.4301 -2.3255 4.8059 -0.922
P 4.9933 -1.7554 3.4712 1.185
O 6.3497 -0.9487 3.7271 -0.506
O 5.4138 -2.9068 2.4720 -0.543
C 3.7702 -0.7239 2.5143 -0.498
C 4.4423 0.4718 1.8514 -0.911
O 5.2183 -0.0386 0.8023 -0.096
C 5.5764 0.9048 -0.2128 -1.032
C 5.3666 0.2240 -1.5298 0.487
C 4.1020 0.2517 -2.1227 -0.304
C 3.8607 -0.4200 -3.3183 -0.118
C 4.9327 -1.1166 -3.8813 -0.695
C 6.1638 -1.0709 -3.2272 -0.277
N 6.4006 -0.4290 -2.0774 -0.598
O 3.2325 -1.5015 1.4743 0.390
C 2.2715 -2.4490 1.9092 -0.769
C 1.8326 -3.3562 0.7554 -0.865
C 2.2803 -2.8896 -0.6440 0.073
C 1.1184 -3.0251 -1.6522 -1.078
C 0.1122 -1.9334 -1.3852 -0.731
O 0.5910 -0.6839 -1.9230 -0.212
C 0.8002 0.2788 -1.0373 -0.115
O 0.9437 1.4161 -1.3602 -0.390
H 3.4748 -2.0339 4.9640 0.262
H 6.1782 -0.1376 4.2144 0.304
H 5.3349 -2.6308 1.5453 0.382
H 3.0111 -0.3813 3.2191 0.488
H 3.6690 1.1653 1.5107 0.476
H 5.0692 0.9949 2.5799 0.312
H 6.6344 1.1290 -0.1008 0.315
H 4.9697 1.8031 -0.1439 0.468
H 3.3040 0.7982 -1.6404 0.339
H 2.8901 -0.3964 -3.7879 0.623
H 4.8155 -1.6714 -4.7970 0.413
H 7.0007 -1.5945 -3.6703 0.384
H 2.6595 -3.0657 2.7188 0.361
H 1.3976 -1.9469 2.3376 0.106
H 0.7608 -3.4407 0.8151 0.419
H 2.2043 -4.3606 0.9172 0.470
H 2.5663 -1.8455 -0.6680 -0.318
H 3.0747 -3.5478 -0.9798 0.443
H 1.5285 -2.8491 -2.6441 0.388
H 0.6546 -4.0028 -1.5873 0.488
H -0.8364 -2.1460 -1.8721 0.492
H -0.1118 -1.8224 -0.3261 0.496
H 0.8680 -0.0207 0.0135 0.472
C -0.3339 4.0712 -1.3487 -1.033
C -1.6597 3.7308 -0.7078 0.179
O -1.8099 4.3475 0.5787 -0.427
C -2.2893 5.5927 0.7369 0.776
C -2.4145 6.5014 -0.4637 -0.972
O -2.5482 5.9724 1.8476 -0.600
H -0.2495 5.1408 -1.5494 0.402
H -0.2207 3.5325 -2.2873 0.238
H 0.4868 3.7952 -0.6925 0.251
H -2.5086 3.9700 -1.3492 0.095
H -1.7086 2.6599 -0.5132 0.166
H -1.4896 7.0664 -0.5716 0.304
H -3.2297 7.1954 -0.2768 0.310
H -2.6316 5.9808 -1.3924 0.310
C 0.1579 -4.5421 6.7856 -1.018
C -0.3710 -3.5633 5.7594 -0.433
O 0.1287 -3.8452 4.4474 -0.321
C -0.4534 -4.7127 3.6035 0.841
C -1.5282 -5.6439 4.1100 -1.259
O -0.0414 -4.7638 2.4742 -0.533
H -0.1754 -5.5595 6.5795 0.278
H -0.1809 -4.2644 7.7836 0.386
H 1.2475 -4.5446 6.7727 0.314
H -1.4607 -3.5135 5.7544 0.358
H -0.0121 -2.5608 5.9855 0.332
H -1.0580 -6.5655 4.4501 0.288
H -2.1927 -5.8743 3.2815 0.341
H -2.1322 -5.2305 4.9139 0.374
C -6.2388 3.2655 1.9458 -0.983
C -6.4588 4.3768 0.9425 -0.435
O -5.7075 4.1668 -0.2603 -0.345
C -6.1616 3.4345 -1.2889 0.794
C -7.3813 2.5625 -1.1001 -1.059
O -5.5450 3.4410 -2.3199 -0.580
H -6.5929 2.3058 1.5675 0.274
H -6.7655 3.4856 2.8743 0.381
H -5.1756 3.1643 2.1625 0.275
H -7.5141 4.5286 0.7138 0.386
H -6.0855 5.3148 1.3456 0.351
H -7.0575 1.5751 -0.7738 0.277
H -7.8798 2.4685 -2.0612 0.319
H -8.1037 2.9560 -0.3902 0.337
C -2.5967 2.0079 -4.5700 -0.344
C -3.4316 0.8387 -5.0474 -0.560
O -2.8619 0.1667 -6.1777 -0.383
C -1.9383 -0.8167 -6.0861 0.406
C -1.2208 -1.0481 -4.7747 -0.557
O -1.6613 -1.4341 -7.0747 -0.563
H -1.6157 1.6876 -4.2165 0.075
H -3.1088 2.5217 -3.7549 0.083
H -2.4347 2.7135 -5.3848 0.329
H -3.6345 0.1282 -4.2454 0.358
H -4.3977 1.1966 -5.3978 0.342
H -0.3224 -0.4327 -4.7614 0.226
H -0.9321 -2.0947 -4.7120 0.414
H -1.8177 -0.8226 -3.8956 0.171